Entry from the Open Molecules 2025 dataset: an isolated ion of composition C3H9NO2P and charge -1 in a non-equilibrium geometry (the ωB97M-V functional and the def2-TZVPD basis).

```
16
Properties=species:S:1:pos:R:3:forces:R:3
C 0.764 -0.765 0.937 0.451 -1.807 -2.976
C -0.154 1.311 1.430 -1.945 1.204 -0.780
C 0.078 -0.551 -2.319 1.923 -1.831 3.191
N 0.353 0.471 0.342 -0.372 -0.765 0.275
O -0.303 -1.623 1.280 -2.440 0.499 0.415
O -1.382 1.605 -1.356 -0.355 0.934 -0.472
P -1.089 0.198 -0.940 1.455 -0.655 0.074
H 1.309 -0.680 1.822 1.398 0.835 1.437
H -1.089 -1.040 1.071 0.647 -1.333 0.209
H 1.357 -1.445 0.233 -0.214 1.317 0.463
H -1.296 1.491 1.361 1.386 -0.230 -0.154
H -0.064 0.833 2.408 0.543 0.309 0.111
H 0.272 2.337 1.345 -0.102 -0.690 0.506
H 0.332 0.149 -3.040 -0.079 1.494 -1.638
H 1.142 -0.769 -1.838 -2.045 0.300 -0.649
H -0.229 -1.523 -2.734 -0.249 0.421 -0.011
```
Forces are in eV/Å.

Summary:
- Calculated total energy: -18131.097 eV
- LUMO: 4.10 eV
- HOMO: -2.8 eV
- ΔE to the lowest compared entry with this formula, charge and spin: 2.511 eV
- SMILES string: CN(CO)P(C)[O-]
- Total charge: -1